16
Properties=species:S:1:pos:R:3 method="wB97M-V/def2-TZVPD" energy_ha=-1332.64133 homo_lumo_gap_ev=8.0 e_homo_ha=-0.3121
C -1.35445 0.09181 1.32533
C 0.05240 -0.09879 1.81743
C 1.08146 -0.39348 0.74610
O -0.54982 -1.03795 -2.28701
P -0.36355 0.56908 -2.29108
S 0.96669 0.72626 -3.93807
S 1.44156 1.00698 -0.35323
H -1.32318 1.03471 0.65735
H -1.89006 -0.72121 0.76749
H -2.04501 0.36686 2.04121
H 0.03919 -0.89322 2.52745
H 0.20340 0.88768 2.31128
H 1.97927 -0.20849 1.34146
H 1.04259 -1.34010 0.19491
H -1.31868 -1.03580 -1.68491
H 2.03821 1.04566 -3.17569

16
Properties=species:S:1:pos:R:3 method="wB97M-V/def2-TZVPD" energy_ha=-1332.48658 homo_lumo_gap_ev="6.1 / 4.9" spin_multiplicity=3 e_homo_ha="-0.2084 / -0.3282" s2=2.01
C -0.95256 -0.93135 0.66437
C -0.63883 0.45945 -1.36875
C -0.19323 0.19386 0.05805
O 1.92184 -0.10477 2.18876
P 1.65304 -0.26555 0.03514
S 2.36076 -1.79987 -0.83291
S 2.52474 1.51034 -0.21274
H -0.57572 -1.19632 1.65429
H -2.04222 -0.64536 0.60983
H -0.79890 -1.60119 -0.16416
H -1.65568 0.21849 -1.50388
H -0.05697 -0.38468 -1.94632
H -0.38613 1.46148 -1.83766
H -0.13000 1.13871 0.72590
H 1.25612 -0.46838 2.73826
H 3.01149 1.24315 -1.55116

16
Properties=species:S:1:pos:R:3 method="wB97M-V/def2-TZVPD" energy_ha=-1332.53476 homo_lumo_gap_ev="5.2 / 4.9" spin_multiplicity=3 e_homo_ha="-0.1787 / -0.3201" s2=2.01
C -0.84779 1.10720 0.95497
C -0.75925 -1.48592 0.66500
C -0.54785 -0.08269 0.04811
O 1.28933 1.61828 -1.04625
P 1.20745 0.14664 -0.41929
S 2.46617 -0.09584 1.05373
S 1.26643 -1.16560 -2.20930
H -1.94936 1.09953 0.97583
H -0.41831 0.79837 1.93937
H -0.36790 2.08633 0.47989
H 0.06265 -1.62043 1.38776
H -0.61778 -2.16889 -0.19878
H -1.70457 -1.53518 1.10757
H -1.29979 -0.08955 -0.78913
H 2.13008 1.99960 -1.34657
H 0.09050 -0.61184 -2.60291

14
Properties=species:S:1:pos:R:3 method="wB97M-V/def2-TZVPD" energy_ha=-593.14639 total_charge=-1 homo_lumo_gap_ev=7.8 e_homo_ha=-0.1324
C 0.44485 -0.52874 0.37679
O -0.35997 -0.92944 -0.64844
C 0.42418 0.99516 0.57747
C 0.77677 1.72408 -0.70926
H 1.51046 -0.82315 0.20626
H 0.16187 -0.99465 1.34555
H 1.10417 1.27990 1.38719
H -0.59380 1.26163 0.87074
H 0.70849 2.81178 -0.60880
H 0.10703 1.38801 -1.48836
H 1.79503 1.48038 -1.03406
S -1.99654 -2.94402 0.45041
H -1.13957 -1.82731 -0.23271
H -2.94296 -2.89363 -0.49278

14
Properties=species:S:1:pos:R:3 method="wB97M-V/def2-TZVPD" energy_ha=-593.13520 total_charge=-1 homo_lumo_gap_ev=6.7 e_homo_ha=-0.0957
C -2.23578 -2.57761 -0.59322
S -1.41949 -0.92562 -0.95776
H -1.53617 -3.14368 0.04481
H -2.51105 -3.15561 -1.49220
H -3.15387 -2.45192 -0.02963
C 0.91600 1.83147 0.00841
O -0.31295 1.50901 0.67180
C 2.11156 1.12073 0.65648
H 0.94038 2.92512 0.10853
H 0.78683 1.57343 -1.08062
H -0.53827 0.62385 0.20578
H 2.00427 1.24071 1.71408
H 3.10477 1.35087 0.23748
H 1.84377 0.07924 0.50604

14
Properties=species:S:1:pos:R:3 method="wB97M-V/def2-TZVPD" smiles="CC/C=P/[SiH3]" energy_ha=-750.43288 homo_lumo_gap_ev=8.2 e_homo_ha=-0.3161
C 0.34154 -2.31194 0.44828
C -0.87713 -1.26768 0.71008
C -0.62192 -0.06020 0.03312
P 0.54660 1.15333 0.76250
Si 0.46480 2.85531 -0.87796
H 0.16894 -3.03022 1.29354
H 1.27930 -1.70968 0.54582
H 0.11217 -2.80773 -0.47677
H -0.68745 -1.05357 1.75963
H -1.83524 -1.78254 0.59393
H -1.04652 0.26086 -0.97781
H 1.49212 3.83489 -0.43242
H -0.79149 3.37411 -1.45069
H 1.45429 2.54507 -1.93125

Quick rundown of strongest force on any atom, same order as above: 3.7, 6.7, 4.4, 2.0, 2.2, 6.3 eV/A